Arrangement P

14
Properties=species:S:1:pos:R:3:nbo_charge:R:1 method="wB97M-V/def2-TZVPD" total_charge=+1 homo_ev="-14.6 / -14.6" mol_weight_g_mol=103.10 homo_lumo_gap_ev="7.600 / 7.602"
C 0.30 0.06 -0.97 0.33
C 1.07 0.97 -0.09 -0.38
N 0.74 -0.84 -1.73 -0.49
N 0.14 1.76 0.50 -0.25
N -1.02 0.52 -0.91 0.19
N -1.00 -1.47 0.96 -1.10
O -1.05 1.42 -0.09 0.08
H 1.82 0.32 0.53 0.29
H 1.83 1.55 -0.71 0.28
H 0.26 -1.42 -2.32 0.39
H 0.18 2.34 1.38 0.48
H -1.41 -1.10 1.81 0.38
H -0.14 -2.04 1.17 0.39
H -1.71 -2.09 0.49 0.40

Arrangement Q

14
Properties=species:S:1:pos:R:3:nbo_charge:R:1 method="wB97M-V/def2-TZVPD" total_charge=+1 homo_ev=-13.6 mol_weight_g_mol=103.10 homo_lumo_gap_ev=9.224
C 2.39 0.12 0.16 0.69
C -1.34 0.81 0.21 0.50
N 2.50 -0.99 0.66 -0.76
N -1.59 -0.40 -0.26 -0.35
N 1.73 0.98 -0.32 -0.81
N -0.62 -1.42 -0.15 -0.58
O -2.25 1.73 0.36 -0.58
H 3.17 -1.68 1.13 0.48
H -2.40 -0.78 -0.82 0.45
H 1.98 1.84 -0.73 0.43
H -0.31 0.97 0.22 0.24
H 0.15 -1.04 0.33 0.38
H -0.26 -1.59 -1.17 0.38
H -3.16 1.46 0.39 0.53

Of them, arrangement P has the lowest stability.

Arrangement P

83
Properties=species:S:1:pos:R:3:lowdin_charge:R:1 method="wB97M-V/def2-TZVPD" total_charge=-1 homo_ev="-3.4 / -3.4" mol_weight_g_mol=700.47 homo_lumo_gap_ev="6.021 / 6.035"
Ti 2.43 -0.67 0.87 1.00
O 4.94 -2.57 0.33 0.03
C 4.63 -1.71 1.17 -0.60
O 4.34 -0.48 0.90 -0.09
C 4.80 -2.07 2.65 -0.09
O 3.84 -1.48 3.51 -0.16
C 4.06 -0.12 3.86 -0.10
C 3.32 0.89 2.95 -0.61
O 3.76 2.01 2.86 0.08
O 2.22 0.43 2.44 -0.13
H 4.04 -2.29 -1.22 0.07
H 5.80 -1.77 2.96 0.13
H 4.70 -3.15 2.75 0.13
H 5.13 0.12 3.87 0.13
H 3.67 0.02 4.86 0.13
C -0.16 -4.02 1.24 -0.03
C 0.90 -3.04 0.84 -0.37
N 1.48 -2.18 1.70 -0.15
O 1.09 -2.32 3.03 -0.04
C 1.43 -2.96 -0.45 -0.33
C 1.07 -3.92 -1.54 -0.02
N 2.34 -1.99 -0.59 -0.19
O 3.20 -2.08 -1.69 -0.06
H -0.31 -3.96 2.32 0.07
H 0.14 -5.04 0.98 0.07
H -1.10 -3.80 0.74 0.07
H 1.81 -1.85 3.48 0.07
H 1.15 -4.95 -1.20 0.07
H 1.74 -3.77 -2.38 0.07
H 0.04 -3.75 -1.89 0.08
C -3.58 -0.44 -5.60 -0.06
C -2.85 -0.49 -4.28 -0.28
C -3.50 -0.83 -3.10 -0.04
C -2.84 -0.81 -1.88 -0.30
C -3.62 -1.24 -0.65 -0.07
C -1.50 -0.42 -1.79 -0.26
As -0.73 -0.42 0.07 1.39
N 0.94 0.25 0.04 -0.35
C 1.43 1.46 -0.39 -0.37
C 0.71 2.67 -0.36 -0.03
C 1.25 3.84 -0.87 -0.09
C 2.54 3.86 -1.39 -0.11
C 3.28 2.69 -1.39 -0.08
C 2.74 1.51 -0.92 -0.06
C -1.88 1.06 0.90 -0.25
C -2.55 2.13 0.28 -0.29
C -2.47 2.46 -1.19 -0.05
C -3.34 2.99 1.05 -0.03
C -3.48 2.85 2.42 -0.28
C -4.33 3.80 3.23 -0.06
C -2.79 1.81 3.03 -0.03
C -2.00 0.93 2.30 -0.27
C -1.28 -0.15 3.06 -0.09
C -0.80 -0.20 -3.00 -0.26
C 0.68 0.04 -3.07 -0.04
C -1.49 -0.22 -4.20 -0.03
H -4.63 -0.68 -5.47 0.07
H -3.14 -1.14 -6.31 0.08
H -3.50 0.56 -6.03 0.08
H -4.55 -1.11 -3.13 0.11
H -4.55 -1.72 -0.95 0.07
H -3.85 -0.39 -0.01 0.07
H -3.03 -1.94 -0.05 0.05
H -0.27 2.67 0.09 0.08
H 0.66 4.75 -0.84 0.10
H 2.95 4.78 -1.79 0.09
H 4.29 2.69 -1.80 0.10
H 3.31 0.59 -1.01 0.09
H -1.54 2.10 -1.63 0.05
H -2.51 3.55 -1.32 0.08
H -3.30 2.02 -1.74 0.08
H -3.85 3.81 0.55 0.11
H -4.85 4.50 2.58 0.07
H -3.71 4.37 3.92 0.08
H -5.06 3.25 3.82 0.07
H -2.86 1.69 4.11 0.11
H -1.53 -0.11 4.13 0.08
H -0.20 -0.03 2.96 0.05
H -1.54 -1.14 2.69 0.06
H 1.22 -0.48 -2.28 0.05
H 0.91 1.10 -2.98 0.08
H 1.07 -0.30 -4.03 0.08
H -0.95 -0.02 -5.12 0.12

Arrangement Q

83
Properties=species:S:1:pos:R:3:lowdin_charge:R:1 method="wB97M-V/def2-TZVPD" total_charge=-1 homo_ev=-3.1 mol_weight_g_mol=700.47 homo_lumo_gap_ev=5.237
Ti -1.19 2.18 -0.69 0.97
O -4.52 4.65 0.42 0.15
C -3.46 3.85 0.34 -0.47
O -2.55 4.03 -0.43 0.10
C -3.51 2.63 1.23 -0.11
O -2.20 2.12 1.38 -0.23
C -1.42 2.77 2.39 -0.09
C -0.02 3.14 1.89 -0.65
O 0.82 3.37 2.74 0.05
O 0.11 3.22 0.61 -0.13
H -4.40 5.31 -0.28 0.14
H -3.98 2.83 2.19 0.15
H -4.09 1.90 0.67 0.14
H -1.90 3.70 2.70 0.14
H -1.33 2.11 3.25 0.13
C -0.26 4.07 -4.48 -0.03
C -0.84 3.26 -3.36 -0.31
N -0.28 3.25 -2.10 -0.15
O 0.78 4.17 -1.94 -0.07
C -1.91 2.42 -3.44 -0.32
C -2.84 2.17 -4.58 -0.05
N -1.92 1.64 -2.30 -0.22
O -2.93 1.47 -1.38 -0.27
H 0.15 5.00 -4.11 0.07
H -1.03 4.28 -5.22 0.07
H 0.55 3.53 -4.98 0.08
H 0.96 4.09 -0.99 0.06
H -3.28 3.10 -4.96 0.06
H -3.66 1.53 -4.24 0.07
H -2.36 1.67 -5.42 0.07
C 5.67 -0.69 3.94 -0.06
C 4.34 -0.60 3.24 -0.28
C 3.19 -1.15 3.78 -0.03
C 1.96 -1.07 3.14 -0.29
C 0.77 -1.67 3.85 -0.07
C 1.86 -0.43 1.89 -0.28
As 0.00 -0.25 1.19 1.35
N -0.12 0.43 -0.50 -0.33
C 0.20 -0.26 -1.68 -0.38
C -0.44 -1.44 -2.07 -0.05
C -0.13 -2.08 -3.26 -0.10
C 0.80 -1.54 -4.13 -0.12
C 1.41 -0.33 -3.79 -0.10
C 1.11 0.30 -2.59 -0.06
C -0.42 -2.17 0.94 -0.30
C 0.49 -3.16 0.55 -0.27
C 1.91 -2.87 0.16 -0.04
C 0.05 -4.49 0.47 -0.02
C -1.25 -4.85 0.75 -0.28
C -1.70 -6.28 0.65 -0.06
C -2.15 -3.85 1.10 -0.03
C -1.76 -2.52 1.19 -0.30
C -2.80 -1.48 1.50 -0.08
C 3.00 0.18 1.36 -0.27
C 2.99 0.93 0.06 -0.05
C 4.22 0.07 2.03 -0.02
H 5.57 -1.19 4.91 0.07
H 6.09 0.30 4.12 0.08
H 6.39 -1.25 3.34 0.07
H 3.25 -1.65 4.75 0.11
H 1.01 -1.83 4.90 0.07
H 0.49 -2.63 3.42 0.08
H -0.11 -1.02 3.79 0.05
H -1.22 -1.84 -1.43 0.10
H -0.65 -2.99 -3.52 0.09
H 1.04 -2.03 -5.07 0.08
H 2.12 0.13 -4.47 0.09
H 1.55 1.26 -2.36 0.10
H 2.00 -1.92 -0.36 0.06
H 2.28 -3.65 -0.52 0.08
H 2.57 -2.84 1.03 0.08
H 0.76 -5.25 0.16 0.11
H -0.86 -6.95 0.45 0.07
H -2.43 -6.41 -0.15 0.08
H -2.18 -6.61 1.58 0.07
H -3.19 -4.11 1.29 0.11
H -3.79 -1.94 1.58 0.07
H -2.84 -0.72 0.71 0.06
H -2.58 -0.95 2.43 0.06
H 2.10 1.56 -0.03 0.05
H 2.98 0.24 -0.78 0.07
H 3.88 1.56 -0.03 0.08
H 5.09 0.55 1.60 0.11

Of them, arrangement P has the lowest stability.